No. 1
3 unconnected molecules or ions with the total composition C33H61FO2 in a non-equilibrium geometry. Source: the OMol25 dataset; level of theory: wB97M-V/def2-TZVPD.

Atoms and positions in Å:
C (-1.2820, -2.2425, -3.8009)
H (-7.9720, 0.1721, -0.2281)
H (-5.5813, 0.6760, 3.2976)
H (1.1517, -4.2172, -1.9226)
C (-3.7604, 1.1902, 1.1289)
H (-5.2943, 2.6888, 1.0127)
C (2.5636, -2.4753, 3.2321)
C (5.0310, 1.7252, 0.2507)
C (-7.4405, 0.9162, 0.3698)
H (-6.0224, -0.5095, 1.1398)
H (-6.7441, 1.4359, -0.2925)
H (5.9913, 1.6909, 2.3233)
H (2.2592, -1.0057, 4.8607)
H (-4.9797, -3.0599, -5.4626)
H (-3.0512, 1.8688, 0.6425)
H (-4.4184, 2.6877, 2.5258)
H (4.8002, -0.1788, -2.2775)
H (1.2173, -4.8696, 2.5357)
H (4.6799, -0.7858, 4.2511)
H (1.6447, -0.3515, 3.2779)
C (-1.9754, -1.3875, -4.8654)
H (-2.5429, 0.9461, 2.9065)
H (4.0166, -2.9404, -2.9848)
H (-0.2093, -2.0120, -3.8184)
H (-2.8599, -2.3297, -2.3140)
H (0.0229, 4.3274, -0.6605)
H (-3.9744, -1.3090, -4.0251)
H (-0.1465, 2.3998, 0.8876)
C (-5.9858, 1.2259, 2.4423)
H (-3.4517, -3.2657, -6.3286)
H (-3.6479, -0.4074, 2.6050)
H (4.2464, 2.2926, 2.2459)
H (1.9056, -1.6739, -2.9093)
C (4.9643, 1.4998, 1.8484)
C (-1.6059, -0.6429, -1.8414)
C (0.3873, -4.3417, 0.3687)
H (1.0921, 4.3036, 3.0705)
C (-0.1301, 3.4187, 1.3900)
C (1.0870, -3.6959, -0.9214)
C (3.9121, -0.1798, 3.6507)
H (-3.5805, -3.7257, -4.6213)
C (1.7504, -2.7756, 1.9033)
H (3.6887, -0.2395, 1.3571)
C (0.5406, 4.4470, 0.3597)
H (-1.1943, 3.7814, 1.5743)
H (-0.1551, 3.0555, 3.5898)
H (6.0843, -1.5574, -2.4299)
C (0.6324, 3.2968, 2.7941)
C (1.1617, -4.0587, 1.7457)
H (6.1090, 1.6572, -0.1408)
H (-3.8750, -0.8809, -5.7203)
C (2.5025, -0.9580, 3.7360)
F (4.1449, -3.2290, -0.9383)
H (-6.7156, 1.9319, 2.8565)
H (-1.9617, -0.5754, -0.8105)
C (-1.8021, -2.0566, -2.3742)
H (4.6414, 3.9919, 0.4439)
H (2.6443, -0.5801, -1.5399)
C (1.5563, -1.7647, 0.6910)
H (-4.1717, 0.5577, 0.3361)
C (2.7055, 2.9679, -0.2240)
H (4.4522, 0.8946, -0.2862)
C (-4.8658, 2.0279, 1.7737)
O (1.2802, -0.5559, 0.7965)
H (2.4704, 5.1554, -0.4790)
C (-3.4895, -1.5777, -4.9684)
C (5.1092, -1.2267, -1.9231)
H (3.8126, 0.8307, 4.1754)
H (-7.4546, -0.3046, 2.1268)
H (-2.1605, 0.0912, -2.4312)
C (-3.8931, -2.9910, -5.3667)
H (3.6678, -2.6983, 2.9893)
H (2.3285, 2.0723, 0.3667)
O (-0.6773, -4.9752, 0.3121)
H (-2.1976, -0.2172, 1.6199)
C (-2.9978, 0.3289, 2.1268)
H (-0.5473, -0.3667, -1.8525)
H (1.4620, 2.5250, 2.7349)
H (2.5992, 4.5632, 1.3135)
H (-8.1726, 1.6404, 0.7373)
H (5.3478, -0.7062, 1.9526)
C (-6.7176, 0.2409, 1.5281)
C (3.9467, -2.3034, -2.0471)
C (2.4606, -1.6483, -1.9214)
H (-1.5222, -1.6132, -5.8375)
H (0.2605, 5.5040, 0.7160)
H (-1.2687, -2.7509, -1.7178)
H (4.6350, 3.2550, -1.3011)
H (-1.3663, -3.3002, -4.0696)
C (4.4591, -0.0052, 2.1614)
C (1.6905, -2.4215, -0.7709)
H (2.2972, -3.2137, 4.0698)
H (2.3793, 2.8232, -1.3154)
C (2.1310, 4.3735, 0.2846)
H (5.3818, -1.0913, -0.8144)
H (-1.7668, -0.3292, -4.6763)
C (4.3232, 3.1002, -0.2066)

SMILES	CCCCCCCCCCCCC1=CC(=O)C=C(C[C@@H](C)F)C1=O.CCCCCC.CCCCCC
maximum force	3.33	eV/Å
total energy	-1544.15206	Eh

No. 2
9 unconnected molecules or ions with the total composition C33H61N2O27 in a non-equilibrium geometry. Source: the OMol25 dataset; level of theory: wB97M-V/def2-TZVPD.

Atoms and positions in Å:
H (6.0382, 0.3979, -6.5711)
C (1.9507, 2.6331, -4.1807)
C (-0.3696, -1.5448, -2.2991)
H (-8.0211, 0.3544, 5.3586)
H (2.3091, 4.3496, 4.6337)
H (-8.6285, -1.1081, 4.5123)
C (-0.0250, -6.7285, -7.2786)
H (-5.2095, -3.7528, -1.3071)
H (0.1721, -5.0229, -4.5402)
O (1.1622, 2.9855, -5.2028)
O (3.1110, 3.3052, -4.2985)
H (-1.9171, 5.4777, 7.3160)
C (-4.3296, 3.2877, 2.0629)
H (8.5828, -0.9639, -2.3022)
O (5.5820, -0.5273, 3.9372)
H (-3.5518, -3.3815, -0.6955)
H (-6.1139, -2.4356, 8.8095)
C (-3.9179, 2.1273, 0.0777)
C (-6.9142, -1.8017, 6.3847)
H (-0.0026, 1.2590, -5.2889)
H (0.6973, -1.9170, -2.1793)
O (3.1963, 3.4885, 2.7547)
O (0.1364, -6.4837, -5.9759)
C (-4.6653, 4.5587, 3.9827)
H (-1.4387, -4.6906, -1.6678)
C (8.7695, -1.6630, -3.1191)
O (-1.5497, -3.4174, -4.1702)
H (6.3351, -3.0176, 3.3777)
H (-1.0430, -8.2137, -9.1985)
N (-5.7822, -1.5694, -2.7369)
H (4.3284, 1.9657, -3.2807)
C (2.4724, 5.2086, 5.2831)
H (6.4702, 5.2514, 2.6023)
H (-3.4897, 1.2677, 0.5790)
O (1.8169, 5.0239, 6.5381)
O (2.6895, 4.6310, 0.8618)
H (-3.3977, 2.2714, -0.8664)
C (-3.6980, -0.5260, -1.9166)
C (5.4443, -3.1767, 3.9880)
C (3.5797, 0.9748, 3.0481)
C (-2.1697, -2.9393, -3.2064)
O (8.8744, -0.9695, -4.3616)
O (4.6332, 4.9427, 1.7673)
H (-3.9512, -2.2101, -4.3604)
C (1.4085, 3.9926, 0.8515)
O (-7.9440, -1.7354, 7.0088)
H (0.2869, -3.9438, -1.5491)
H (5.6494, -2.9501, 5.0359)
H (-6.1425, -2.3897, -3.2487)
N (-1.3915, -2.5920, -2.0224)
H (-1.7357, 3.6988, 7.1533)
H (-4.2594, 3.7912, 4.6448)
H (-0.9663, -4.7196, -5.8532)
H (-1.7259, 4.4599, 8.7511)
O (-3.7391, 3.3228, 0.8702)
H (0.7954, -4.5090, -6.1132)
O (0.1041, -8.0536, -7.4729)
H (0.7214, -8.0039, -9.4568)
O (8.0001, 0.2967, -5.8920)
H (7.1966, 1.4859, -7.3470)
H (6.6361, 1.8550, -5.7094)
O (-4.0861, 4.4596, 2.6865)
C (3.4752, 4.2747, 1.8812)
H (0.8607, 4.3552, -0.0169)
H (-0.5375, -0.7005, -1.5567)
C (-5.4759, -1.8057, 1.3937)
O (-0.0104, 4.7335, 7.6762)
H (-0.6679, 2.6996, -6.0719)
H (-5.8334, -1.5493, 2.4180)
C (-4.5430, -2.8879, -0.9651)
C (4.0525, 3.0220, -3.2687)
H (-6.7210, -3.8980, 7.9627)
H (9.7210, -2.1617, -2.9370)
C (-0.8157, -3.7898, -1.3512)
C (-4.4149, -1.9101, -2.2122)
C (7.7648, -0.3046, -4.7145)
H (5.8553, 3.6016, 2.7850)
H (-4.9765, 1.9654, -0.1316)
O (-3.3957, -0.0827, -0.7852)
H (5.1547, -4.2243, 3.9109)
C (-3.7155, -2.7349, -3.3808)
H (-0.6797, 2.5978, -4.3054)
O (3.4889, -0.4532, 3.0684)
H (-0.5260, -1.0936, -3.3312)
H (3.5414, 5.2976, 5.4755)
O (4.3575, -2.3907, 3.5066)
H (3.6545, 3.3072, -2.2930)
O (6.7387, -0.2579, -4.0823)
C (-5.2711, -2.2671, 0.2746)
H (-5.7532, 4.4834, 3.9258)
H (-4.9836, -3.6520, 8.1960)
H (4.3962, 1.2975, 2.4010)
H (1.5190, 2.9110, 0.7607)
O (-5.8127, -2.4723, 6.7529)
O (-0.2474, -5.9092, -8.1344)
H (4.9482, 3.6130, -3.4597)
H (3.7101, 1.3654, 4.0578)
H (-1.0349, -3.6649, -0.2367)
C (0.0242, -5.0997, -5.6146)
O (1.6664, 1.8505, -3.3101)
O (-4.9749, 2.3726, 2.5143)
H (0.0774, -9.5436, -8.8658)
H (2.6482, 1.3622, 2.6469)
H (-6.4156, -1.3259, -1.9698)
O (-0.1528, 4.9299, 5.4216)
C (5.5780, 4.6573, 2.7976)
C (6.8972, 1.0475, -6.3956)
H (0.8417, 4.2491, 1.7482)
O (-3.3591, 0.1932, -3.0037)
O (-6.6699, -1.2200, 5.2046)
C (-7.7640, -0.4647, 4.6850)
C (-5.9296, -3.1473, 8.0027)
H (-7.4537, -0.0412, 3.7301)
C (0.4869, 4.8989, 6.4411)
C (4.5767, -1.0667, 3.5434)
H (-4.1697, -3.7811, -3.4746)
C (-1.4280, 4.5853, 7.7105)
C (-0.0460, -8.4613, -8.8296)
H (2.1304, 6.1273, 4.8017)
H (7.9849, -2.4199, -3.1654)
H (5.1808, 4.9396, 3.7739)
H (-4.4089, 5.5367, 4.3904)
C (-0.1168, 2.3404, -5.2036)

net charge	-1
maximum force	5.18	eV/Å
total energy	-3434.99129	Eh

No. 3
A molecular structure, C33H62BEuN6O2S in a non-equilibrium geometry. Source: the OMol25 dataset; level of theory: wB97M-V/def2-TZVPD.

Atoms and positions in Å:
O (-12.1690, -0.9333, 16.5470)
H (-9.7656, 0.2676, 16.0956)
C (-10.1224, -8.0782, 11.1368)
H (-13.1781, -5.8736, 19.3049)
H (-12.6261, -2.7296, 13.6356)
C (-13.2383, -6.0333, 18.2333)
H (-8.7564, -1.1368, 17.5083)
H (-11.2340, -8.0707, 19.0567)
H (-6.1438, -1.0700, 16.2819)
H (-14.1389, -4.6436, 11.7928)
H (-4.6115, -6.2955, 15.2148)
C (-12.2138, -2.5004, 11.5849)
H (-10.9357, -5.2104, 20.5522)
H (-10.1871, 0.6767, 14.4158)
H (-11.9482, -8.7866, 13.1972)
H (-7.8214, -10.1642, 16.9266)
H (-11.1889, -2.0565, 11.6654)
H (-8.2376, -2.3798, 14.3804)
H (-13.7003, -4.8503, 16.4834)
C (-12.6313, -3.3632, 12.7606)
H (-6.5627, -2.9879, 18.6670)
C (-10.1280, -7.8655, 12.6502)
H (-4.4702, -6.7829, 13.5213)
H (-14.8653, -3.2154, 12.5728)
H (-15.2155, -6.9616, 18.1034)
H (-13.0794, -3.7490, 21.0332)
C (-7.2184, -3.4919, 16.7544)
C (-5.9537, -1.4525, 17.3258)
H (-9.0660, -2.4140, 18.5827)
H (-8.0723, -1.0719, 19.1292)
H (-13.8264, -1.5913, 17.5906)
H (-5.2669, -3.7161, 15.8314)
H (-6.3758, -5.9317, 11.8671)
H (-6.1944, -4.3583, 12.5262)
H (-13.0700, -3.9397, 17.9279)
C (-11.4987, -5.6582, 12.2842)
H (-9.5775, -10.1185, 16.9219)
H (-12.0332, -5.9284, 11.3858)
C (-7.2844, -7.5218, 17.4134)
C (-10.3936, -0.0717, 15.2432)
H (-13.8941, -8.0829, 18.5303)
Eu (-10.9046, -3.2412, 16.3749)
B (-9.2367, -6.0655, 15.2079)
C (-11.0402, -7.4664, 18.2245)
C (-9.8833, -7.4258, 17.4200)
H (-4.9994, -1.9198, 17.3013)
H (-7.8918, -5.0475, 12.5117)
C (-6.9983, -2.4501, 17.7943)
H (-8.6129, -9.3366, 15.6391)
N (-8.4304, -4.0435, 16.5222)
H (-14.7593, -4.5423, 17.8813)
N (-11.2452, -5.7775, 16.7561)
H (-4.4144, -5.1217, 13.9234)
C (-14.0549, -3.9433, 12.6524)
H (-13.0586, -1.9452, 21.0043)
C (-6.3933, -5.8636, 14.0285)
C (-6.9418, -4.9616, 15.0957)
H (-9.4376, -4.5941, 19.9234)
H (-8.6890, -7.0921, 14.8048)
H (-9.7582, -9.1208, 10.9533)
H (-14.0428, -7.5564, 16.8970)
H (-8.7353, -1.0448, 13.3064)
C (-6.7567, -5.2860, 12.6666)
H (-7.3152, -6.5468, 17.9520)
H (-14.2471, -4.5549, 13.4925)
H (-14.1425, -0.2775, 16.5201)
C (-13.6999, -4.7207, 17.5743)
N (-10.9402, -4.5654, 14.1392)
C (-10.2923, -4.3466, 20.5552)
C (-10.8958, -8.9023, 13.4279)
H (-9.8658, -4.1934, 21.5020)
H (-6.9199, -6.8319, 14.1136)
H (-5.8271, -0.5768, 17.9699)
H (-7.9945, -0.7354, 14.8445)
H (-13.2806, 0.0362, 18.0504)
H (-9.4805, -7.4145, 10.5543)
C (-14.1492, -7.2512, 17.9285)
C (-8.6235, -8.2831, 17.5534)
C (-4.8758, -6.0512, 14.1696)
H (-12.4437, -0.3721, 14.5573)
C (-8.6687, -9.5606, 16.6995)
H (-11.1334, -8.0855, 10.7587)
H (-12.2998, -3.0072, 10.6179)
C (-10.5815, -6.4360, 12.9580)
H (-10.8098, -8.6652, 14.4915)
N (-10.0849, -6.4465, 16.5186)
C (-8.7088, -1.3892, 14.3209)
C (-11.6503, -4.5064, 13.0173)
H (-8.5913, -8.6896, 18.5827)
N (-8.2309, -4.9472, 15.5019)
N (-10.2354, -5.7472, 14.0806)
C (-6.2879, -4.0275, 15.8655)
H (-6.5126, -8.1091, 17.8698)
H (-12.1288, -2.7909, 22.2346)
H (-6.9707, -7.2933, 16.3872)
C (-13.4146, -0.6838, 17.2244)
H (-10.5652, -9.8942, 13.2429)
H (-12.1803, 1.0044, 15.6345)
H (-12.9023, -1.6177, 11.5379)
H (-9.1196, -7.9093, 12.9646)
S (-11.1185, -2.8332, 20.0763)
C (-11.8265, -6.3820, 17.7816)
O (-10.0355, -1.3922, 14.8925)
C (-11.8739, -0.0216, 15.4808)
C (-12.5170, -2.8303, 21.2312)
C (-8.2679, -1.7262, 18.2652)

spin multiplicity	8
net charge	+1
maximum force	2.36	eV/Å
ΔE to the lowest compared entry with this formula, charge and spin	0.0	kcal/mol

No. 4
8 unconnected molecules or ions with the total composition C33H62BFN9O2S in a non-equilibrium geometry. Source: the OMol25 dataset; level of theory: wB97M-V/def2-TZVPD.

Atoms and positions in Å:
H (-9.3812, -6.9590, 0.2814)
H (-6.2860, 0.5575, -2.3664)
C (2.5987, 0.7773, 3.5702)
C (-0.7073, -5.3576, 0.5210)
H (6.9174, 5.9574, 4.7607)
H (3.1935, -1.1501, 2.7723)
H (-4.0247, -5.9061, 0.7381)
H (6.7114, 4.5557, 5.8200)
H (-0.0564, -1.7192, -1.9345)
C (8.4465, 3.8745, 3.6844)
C (-0.4056, -1.0566, 0.1546)
H (-1.2037, -1.5094, 0.7480)
H (7.6372, 5.9448, 6.3739)
H (-8.2424, -7.4109, -1.8621)
H (-5.1764, 2.6872, -1.3594)
H (-4.5314, -4.2108, 0.7746)
H (0.9084, -2.7083, -0.0346)
H (8.9349, -1.5442, -3.6797)
C (-2.8258, -4.5831, -0.4981)
C (0.8764, -1.7741, 0.5336)
C (6.6207, -1.4895, -0.4303)
N (-7.3770, 3.1979, -3.4942)
C (-5.5599, -8.0846, 0.1154)
H (-9.3034, 4.2891, -5.7158)
C (8.6300, -1.6837, -2.6414)
H (3.1157, 5.2746, 5.6025)
N (-4.8834, -7.9636, 1.0262)
C (-7.6428, -7.3077, -0.9554)
C (-8.5115, -7.6158, 0.2590)
C (-4.2896, 2.4743, -1.9597)
H (4.1946, 0.2432, 2.3697)
H (-3.0949, -4.7106, 1.6576)
N (2.0949, -1.0386, 0.1981)
S (3.3389, 1.4572, 0.0235)
H (-5.6246, -0.1294, -3.8526)
C (2.6800, 7.2135, 4.9448)
H (-3.8198, 3.4235, -2.2170)
F (4.8904, 0.9025, -0.0419)
H (-9.9375, 2.2541, -7.0202)
C (-5.3648, 0.3802, -2.9237)
H (-7.9640, -7.4636, 1.1900)
C (-4.4981, -0.5051, -2.1339)
H (4.3895, 6.4663, 5.8799)
H (2.7730, 4.3299, 3.1937)
C (-9.1032, 2.2130, -6.3174)
H (-6.9302, 2.2645, -6.4225)
N (-3.8117, -1.1925, -1.5353)
C (-6.4228, -8.2277, -1.0646)
H (3.8864, 2.1200, 3.2837)
H (-7.7360, 3.3328, -7.5791)
O (3.3426, 2.7836, 0.6072)
H (1.7361, 0.4536, 4.1456)
H (9.3864, 3.4722, 3.3062)
C (3.3237, 5.1905, 2.8109)
H (8.5420, -0.8020, 0.0208)
H (-7.7077, 1.5879, -7.8459)
N (3.0830, 1.8998, 3.8705)
C (4.3112, 5.7085, 3.8483)
H (4.8608, 6.5593, 3.4343)
C (3.1645, -0.1006, 2.4803)
C (8.0984, -0.3776, -2.0610)
H (-10.2520, 3.1638, -4.7432)
C (3.6419, 6.1230, 5.1629)
H (3.8474, 4.8752, 1.9102)
H (8.8669, 0.3938, -2.1500)
H (9.1685, 4.1067, 5.7051)
C (-3.6646, -4.8738, 0.7414)
H (7.2414, -0.0456, -2.6493)
C (-1.6119, -5.5091, -0.6260)
H (2.6047, 5.9590, 2.5184)
N (6.8463, 1.8831, 4.2181)
H (-7.3129, -6.2683, -0.9061)
C (8.6930, 4.7204, 4.9373)
H (-3.5814, 1.9177, -1.3435)
H (1.3049, 0.7480, 1.3169)
H (7.3276, 0.4582, -0.2174)
C (-7.7930, 2.3619, -7.0832)
H (-0.4078, -0.0033, 0.4088)
H (-6.7338, -9.2701, -1.1451)
C (7.6900, -0.4993, -0.5908)
H (9.3923, 5.5219, 4.6889)
C (-9.2998, 3.3002, -5.2558)
H (-2.4939, -3.5448, -0.4719)
H (5.0427, 4.9259, 4.0618)
H (-3.7533, 1.5175, -3.8031)
H (-1.7569, -1.7118, -1.3808)
N (5.7842, -2.2563, -0.3151)
C (-4.6591, 1.7053, -3.2207)
H (-8.8675, -8.6480, 0.2355)
H (-5.3113, 2.3184, -3.8326)
H (-1.9302, -6.5520, -0.6826)
B (2.3372, 0.1788, 1.0757)
O (2.8782, 1.4973, -1.3419)
C (7.4135, 5.3280, 5.5024)
C (7.5458, 2.7535, 3.9849)
H (0.8679, -2.0952, 1.5866)
H (-9.1321, 1.2300, -5.8433)
N (-0.0051, -5.2301, 1.4058)
H (-5.8397, -7.9805, -1.9519)
H (-0.9971, -0.2066, -1.7399)
H (7.8685, -2.4644, -2.6269)
H (-3.4503, -4.6964, -1.3880)
N (1.9375, 8.0625, 4.7690)
H (2.8678, -1.6785, 0.3390)
H (9.4968, -2.0398, -2.0793)
C (-8.2220, 3.2502, -4.2593)
H (-1.0542, -5.2756, -1.5336)
C (-0.7962, -1.1949, -1.3372)
H (7.9977, 4.4802, 2.8959)

net charge	-1
maximum force	2.56	eV/Å
total energy	-2460.82415	Eh